A 11-piece molecular cluster, C35H100N14O11 overall, computed with ωB97M-V with the def2-TZVPD basis set.

```
! RIJCOSX wB97M-V def2-TZVPD def2/J DEFGRID3
* xyz 0 1
C -4.99150 -3.30324 -2.59010
O -4.17312 -2.19792 -2.80348
C -4.56170 -1.25202 -3.80879
C -3.95384 -1.57397 -5.18082
C -2.46179 -1.64599 -5.06646
N -4.25676 -0.46626 -6.16801
H -5.05533 -4.02416 -3.45239
H -6.04869 -2.99636 -2.39801
H -4.55262 -3.78629 -1.68041
H -5.66401 -1.19156 -3.86607
H -4.12888 -0.27974 -3.51046
H -4.26009 -2.53605 -5.65410
H -2.09624 -2.24592 -4.21851
H -2.02012 -0.64037 -4.85741
H -1.86945 -1.92116 -5.95684
H -5.19598 -0.62632 -6.45720
H -3.57321 -0.51215 -6.91114
C 2.27625 -6.47844 1.21525
O 1.10283 -5.87860 0.78496
C 1.49941 -4.64503 0.23787
C 0.26015 -3.74748 0.14317
C -0.95864 -4.24917 -0.59671
N 0.61815 -2.39662 -0.30565
H 2.63523 -5.95284 2.12867
H 3.16256 -6.46887 0.49697
H 2.10465 -7.51975 1.53575
H 2.21133 -4.11640 0.84783
H 1.97317 -4.79749 -0.75525
H -0.09995 -3.50819 1.15787
H -0.87715 -4.38178 -1.64733
H -1.84568 -3.59876 -0.40938
H -1.20088 -5.23250 -0.13826
H 0.57780 -2.47762 -1.34451
H 1.60952 -2.21692 -0.07002
C -1.56777 -0.90974 3.14083
O -0.18286 -1.11916 3.47026
C 0.39950 0.11110 4.05947
C 1.76150 -0.13799 4.60217
C 1.83707 -1.36094 5.53029
N 2.16969 1.07749 5.33540
H -1.72497 -0.02553 2.47578
H -2.20533 -0.76099 4.04373
H -1.91926 -1.86208 2.69039
H 0.42447 0.95597 3.33589
H -0.25762 0.38989 4.96129
H 2.52097 -0.32012 3.83676
H 2.84572 -1.48398 5.91683
H 1.52552 -2.25858 4.97184
H 1.11757 -1.21392 6.28320
H 1.81403 1.19621 6.26139
H 2.04090 1.90208 4.75339
C 6.01567 -0.22335 -2.83199
O 5.00857 -1.13024 -2.51468
C 3.77555 -0.79878 -3.20047
C 3.16397 -2.04822 -3.82205
C 1.89407 -1.78082 -4.62675
N 2.82849 -2.98960 -2.75422
H 6.17002 -0.05105 -3.87564
H 7.04009 -0.50954 -2.49993
H 5.86787 0.81886 -2.52833
H 2.98035 -0.37416 -2.56057
H 3.98376 -0.05229 -4.04356
H 3.92067 -2.51128 -4.48707
H 1.09021 -1.60646 -3.89148
H 1.52124 -2.65842 -5.21720
H 2.21892 -0.92731 -5.22751
H 3.31473 -2.74542 -1.88899
H 3.01199 -3.93023 -2.98762
C 2.68720 2.78431 -1.33727
O 1.61833 2.81007 -0.41483
C 1.64171 3.91348 0.52262
C 1.59677 3.54647 2.03912
C 1.41001 4.79259 2.77902
N 2.68082 2.71929 2.51239
H 2.49874 2.06707 -2.15275
H 3.64246 2.56871 -0.84538
H 2.85915 3.72231 -1.84843
H 2.61166 4.42783 0.33015
H 0.82265 4.57617 0.31109
H 0.67779 3.02304 2.14228
H 2.13361 5.54865 2.51169
H 1.40554 4.57598 3.86926
H 0.43586 5.24684 2.54169
H 2.90590 1.89581 1.96330
H 3.55221 3.30248 2.64387
C 5.75170 -2.15600 0.95611
O 6.05924 -0.74913 0.75082
C 5.93449 -0.03783 1.97162
C 6.76280 1.30611 1.96398
C 6.17517 2.34245 0.94837
N 8.17716 0.94196 1.75489
H 6.46959 -2.50530 1.75636
H 5.84587 -2.69678 -0.02186
H 4.74682 -2.28075 1.39102
H 4.87558 0.15854 2.10408
H 6.28483 -0.73558 2.77102
H 6.59405 1.78946 2.94703
H 5.19965 2.75099 1.26684
H 6.09129 1.94967 -0.08285
H 6.87965 3.23488 1.04726
H 8.63828 1.86235 1.68804
H 8.23386 0.54225 0.79623
C -5.38985 -1.02024 5.90510
O -5.97935 -1.66019 4.75455
C -4.90076 -2.18915 3.94873
C -5.52507 -2.65792 2.59447
C -4.42259 -3.20637 1.60744
N -6.16470 -1.42042 2.08089
H -5.07226 -1.80875 6.55523
H -6.21441 -0.42810 6.26328
H -4.64838 -0.33810 5.53184
H -4.12670 -1.47935 3.77435
H -4.50929 -3.02675 4.52069
H -6.19722 -3.52110 2.72709
H -3.73819 -2.35701 1.63015
H -4.88591 -3.51185 0.64029
H -4.07688 -4.13385 2.09043
H -6.89238 -1.16050 2.77131
H -6.60520 -1.48739 1.19584
C -2.55128 5.60667 0.69500
O -2.01239 4.56741 1.47958
C -2.40240 3.28580 1.13792
C -3.74893 2.78834 1.74322
C -3.66663 2.91009 3.19339
N -3.83311 1.41275 1.40252
H -3.63103 5.46365 0.48439
H -2.03422 5.59847 -0.29324
H -2.34620 6.51153 1.28581
H -2.56596 3.17049 0.06434
H -1.66671 2.56950 1.42034
H -4.58472 3.49508 1.40206
H -3.46008 3.99487 3.37611
H -2.78082 2.36471 3.65755
H -4.59116 2.70208 3.74895
H -4.69418 1.05373 1.81691
H -3.89868 1.18963 0.42827
N 0.32557 1.40826 -5.53227
C 1.48035 2.12856 -5.07009
N 1.37862 3.53476 -5.15358
O 2.44772 1.48850 -4.65968
H -0.46758 1.86794 -5.87992
H 0.28844 0.41526 -5.37583
H 0.43918 3.92759 -5.05908
H 2.09901 4.05316 -4.71041
N -0.61946 0.45607 -0.01664
C -1.72309 0.45731 -0.84007
N -2.13427 -0.74821 -1.27014
O -2.23750 1.49828 -1.27109
H -0.35291 1.31237 0.41259
H -0.15692 -0.41385 0.22614
H -2.15802 -1.52785 -0.67767
H -2.90528 -0.70951 -1.85345
N -1.30446 3.99532 -2.43759
C -1.91490 3.85167 -3.65274
N -3.05064 3.02813 -3.66931
O -1.38067 4.29260 -4.71060
H -0.41904 4.44238 -2.47681
H -1.42773 3.34211 -1.66606
H -3.66787 2.99798 -4.47693
H -3.21202 2.58958 -2.80227
*
```

## Properties
SMILES: COC[C@H](C)N.COC[C@H](C)N.COC[C@H](C)N.COC[C@H](C)N.COC[C@H](C)N.COC[C@H](C)N.COC[C@H](C)N.COC[C@H](C)N.NC(N)=O.NC(N)=O.NC(N)=O
Energy above the lowest of the compared OMol25 structures with the same formula, charge and spin: 1.956 eV
DFT total energy: -2987.64655 hartree
M: 893.3 g/mol
LUMO: 0.555 eV
HOMO level: -8.85 eV
F_max: 0.0644 Eh/bohr

Here are the Mulliken charges for atoms 1 to 8, given in e: C -0.686; O -0.083; C -0.651; C 0.820; C -1.364; N -0.694; H 0.268; H 0.328